{
  "formula": "C25H21F3NO6",
  "method": "ωB97M-V/def2-TZVPD",
  "elements": ["C", "C", "O", "C", "O", "C", "O", "C", "C", "C", "N", "C", "C", "C", "O", "C", "F", "F", "F", "H", "H", "H", "H", "H", "H", "H", "H", "H", "H", "H", "H", "H", "C", "C", "C", "C", "C", "C", "C", "O", "C", "C", "C", "C", "C", "C", "C", "O", "H", "H", "H", "H", "H", "H", "H", "H"],
  "coordinates": [[1.673, 3.513, -1.079], [1.203, 2.107, -0.790], [2.071, 1.488, 0.157], [2.208, 0.128, -0.056], [2.668, -0.457, 1.161], [1.880, -0.226, 2.209], [0.695, -0.176, 2.163], [2.533, -0.091, 3.564], [1.765, -0.587, 4.609], [2.243, -0.539, 5.903], [3.451, -0.009, 6.132], [4.209, 0.497, 5.150], [3.788, 0.482, 3.832], [4.661, 1.087, 2.762], [4.121, 2.354, 2.395], [4.686, 3.441, 2.981], [5.674, 3.922, 2.246], [5.169, 3.162, 4.200], [3.759, 4.379, 3.113], [0.843, 4.093, -1.472], [2.458, 3.544, -1.826], [1.987, 3.994, -0.157], [0.189, 2.143, -0.392], [1.169, 1.549, -1.726], [1.281, -0.331, -0.392], [2.969, -0.074, -0.808], [0.803, -1.029, 4.422], [1.662, -0.930, 6.718], [3.800, 0.008, 7.082], [5.167, 0.904, 5.430], [4.603, 0.463, 1.884], [5.705, 1.130, 3.054], [-1.247, -3.115, -0.690], [-1.125, -1.759, -0.399], [-1.932, -0.835, -1.040], [-2.859, -1.259, -1.983], [-2.968, -2.616, -2.289], [-2.166, -3.542, -1.633], [-3.928, -3.091, -3.328], [-4.025, -4.271, -3.587], [-4.752, -2.074, -4.039], [-5.614, -2.487, -5.046], [-6.397, -1.557, -5.709], [-6.328, -0.211, -5.363], [-5.467, 0.207, -4.363], [-4.670, -0.720, -3.702], [-3.729, -0.248, -2.651], [-3.661, 0.924, -2.344], [-0.621, -3.837, -0.183], [-0.405, -1.427, 0.335], [-1.847, 0.220, -0.814], [-2.265, -4.593, -1.867], [-5.667, -3.534, -5.308], [-7.065, -1.879, -6.496], [-6.945, 0.512, -5.879], [-5.406, 1.252, -4.093]],
  "atomic_forces_ev_per_a": [[-0.2, 0.1, 0.1], [-0.3, 0.5, -0.3], [0.2, -0.2, 0.1], [-0.3, 0.1, -0.8], [0.8, 0.4, 0.5], [0.1, -0.2, -0.2], [-1.0, 0.2, -0.1], [0.5, -0.2, 0.0], [0.3, 0.0, 0.6], [-0.4, -0.1, -0.7], [-0.1, 0.0, 0.0], [0.1, 0.0, -0.3], [-0.2, -0.3, 0.3], [-0.2, -0.3, -0.3], [0.1, 0.0, 0.2], [-0.6, 0.2, -0.4], [0.4, 0.1, 0.0], [0.2, -0.1, 0.4], [0.0, 0.0, -0.1], [-0.1, 0.1, -0.1], [0.3, 0.0, 0.1], [0.2, 0.1, 0.0], [-0.1, -0.2, 0.2], [0.1, -0.2, 0.0], [-0.2, -0.1, 0.2], [0.3, -0.2, 0.2], [-0.2, 0.0, -0.1], [0.2, 0.0, 0.3], [0.1, 0.0, 0.0], [0.1, 0.1, 0.1], [0.0, 0.0, -0.2], [0.1, 0.2, 0.2], [0.0, 0.1, 0.0], [0.0, -0.1, 0.0], [0.2, 0.0, 0.1], [0.0, -0.1, -0.1], [0.0, 0.1, 0.0], [0.1, -0.1, 0.1], [-0.1, -0.2, -0.1], [0.0, 0.0, 0.0], [0.1, 0.1, 0.1], [-0.1, 0.0, -0.1], [0.0, 0.1, 0.0], [0.0, -0.1, 0.0], [-0.1, 0.1, -0.1], [0.0, -0.1, 0.0], [0.0, 0.2, 0.0], [0.0, 0.0, 0.0], [0.0, 0.0, 0.0], [-0.1, 0.0, 0.1], [-0.1, 0.0, 0.0], [-0.1, 0.0, -0.1], [0.1, 0.0, 0.1], [0.0, 0.0, 0.0], [0.0, 0.0, 0.0], [0.1, 0.0, 0.1]],
  "largest_force_ev_per_a": 1.0,
  "charge": 1,
  "e_lumo_ha": -0.188,
  "homo_lumo_gap_ev": 6.089,
  "total_energy_ha": -1770.849372
}

{
  "formula": "C25H21F5N2O3",
  "method": "ωB97M-V/def2-TZVPD",
  "elements": ["C", "C", "C", "C", "O", "C", "C", "O", "H", "H", "H", "H", "H", "H", "H", "H", "H", "C", "N", "C", "C", "N", "C", "C", "F", "C", "F", "C", "F", "C", "F", "C", "F", "C", "C", "C", "C", "C", "C", "C", "C", "C", "C", "O", "H", "H", "H", "H", "H", "H", "H", "H", "H", "H", "H", "H"],
  "coordinates": [[4.341, 4.773, 0.736], [4.704, 3.469, 0.129], [4.009, 3.155, -1.087], [4.255, 1.901, -1.864], [3.176, 3.941, -1.517], [5.682, 2.588, 0.703], [6.345, 2.856, 2.021], [6.017, 1.557, 0.138], [4.848, 4.980, 1.675], [4.576, 5.585, 0.046], [3.267, 4.815, 0.919], [4.954, 1.228, -1.373], [3.321, 1.360, -2.007], [4.662, 2.144, -2.844], [6.071, 3.805, 2.474], [6.090, 2.063, 2.726], [7.428, 2.848, 1.892], [-4.234, -5.213, 2.284], [-3.112, -4.865, 1.418], [-2.211, -5.768, 0.877], [-1.339, -5.072, 0.107], [-1.693, -3.733, 0.146], [-1.012, -2.747, -0.638], [0.359, -2.572, -0.469], [1.038, -3.373, 0.372], [1.015, -1.554, -1.141], [2.334, -1.370, -0.967], [0.304, -0.702, -1.975], [0.929, 0.335, -2.556], [-1.059, -0.890, -2.167], [-1.757, -0.024, -2.919], [-1.714, -1.919, -1.511], [-3.040, -2.072, -1.675], [-2.789, -3.603, 0.985], [-3.524, -2.394, 1.292], [-2.923, -1.135, 0.958], [-3.658, -0.040, 0.655], [-3.128, 1.167, 0.091], [-3.998, 2.114, -0.470], [-3.512, 3.236, -1.095], [-2.149, 3.453, -1.174], [-1.270, 2.543, -0.618], [-1.749, 1.418, 0.007], [-4.656, -2.454, 1.791], [-4.752, -4.306, 2.590], [-4.932, -5.847, 1.744], [-3.883, -5.736, 3.171], [-2.238, -6.838, 1.010], [-0.523, -5.460, -0.482], [-1.859, -1.118, 0.819], [-4.726, -0.146, 0.706], [-5.058, 1.931, -0.442], [-4.195, 3.942, -1.542], [-1.771, 4.331, -1.672], [-0.206, 2.707, -0.698], [-1.055, 0.711, 0.421]],
  "atomic_forces_ev_per_a": [[-0.2, 0.4, 0.1], [0.7, -1.0, 0.3], [1.2, -0.2, 1.4], [0.3, -1.1, -0.2], [-1.7, 1.1, -1.0], [-1.4, 1.4, -0.8], [0.2, 0.6, 0.7], [1.4, -2.2, -0.1], [0.0, 0.0, 0.0], [-0.1, 0.3, 0.0], [-0.2, 0.2, 0.0], [-0.1, 0.2, -0.1], [-0.3, 0.2, -0.2], [-0.1, 0.2, -0.2], [0.0, 0.0, 0.1], [0.0, -0.1, -0.1], [0.0, -0.1, -0.1], [-0.4, 0.0, 0.5], [1.0, 1.2, -0.9], [-0.1, 0.6, -0.1], [-0.4, 0.1, 0.0], [-0.8, -0.8, 0.8], [-0.2, 0.0, 0.1], [0.1, -0.2, 0.2], [-0.4, 0.4, -0.4], [1.3, 0.2, 0.1], [-1.2, -0.2, -0.1], [0.6, 1.0, -0.4], [-0.7, -1.2, 0.5], [-0.6, 0.6, -0.4], [0.5, -0.7, 0.4], [-0.2, -0.1, -0.2], [0.7, -0.1, 0.0], [1.3, -2.9, -0.7], [-2.3, 2.0, 1.0], [0.4, 0.5, 0.0], [0.3, -0.9, 0.0], [0.3, 0.8, -0.2], [0.0, -0.6, 0.3], [-0.1, 0.3, -0.2], [-0.1, 0.2, -0.1], [0.4, 0.0, 0.0], [-0.4, -0.2, 0.1], [1.0, -0.5, -0.6], [0.2, -0.2, -0.2], [0.1, 0.0, -0.1], [0.2, -0.1, -0.1], [-0.2, 0.2, 0.3], [0.0, 0.3, 0.0], [0.2, 0.1, 0.1], [-0.4, 0.1, 0.1], [-0.3, 0.0, 0.1], [-0.1, 0.1, 0.0], [0.1, 0.1, -0.1], [0.2, 0.1, 0.0], [0.3, -0.1, 0.2]],
  "largest_force_ev_per_a": 3.2,
  "e_lumo_ha": -0.114,
  "homo_lumo_gap_ev": 1.362,
  "total_energy_ha": -1799.618685
}

{
  "formula": "C25H22AuClN6",
  "method": "ωB97M-V/def2-TZVPD",
  "elements": ["Au", "C", "C", "C", "C", "C", "N", "C", "C", "C", "C", "C", "C", "C", "N", "C", "C", "C", "N", "C", "C", "N", "C", "C", "C", "N", "H", "H", "H", "H", "H", "H", "H", "H", "H", "H", "H", "H", "H", "H", "H", "H", "H", "H", "Cl", "C", "C", "C", "C", "N", "C", "H", "H", "H", "H"],
  "coordinates": [[-1.060, -0.259, 0.438], [2.940, -2.894, -4.274], [2.430, -2.140, -3.080], [2.690, -0.776, -2.920], [2.182, -0.062, -1.851], [1.422, -0.702, -0.871], [0.930, -0.070, 0.292], [1.516, 1.150, 0.732], [2.783, 1.054, 1.308], [3.412, 2.163, 1.835], [2.784, 3.410, 1.861], [3.433, 4.602, 2.503], [1.520, 3.503, 1.302], [0.907, 2.397, 0.719], [-0.344, 2.598, 0.058], [-0.756, 3.701, -0.581], [-2.075, 3.524, -0.959], [-2.409, 2.259, -0.512], [-1.361, 1.710, 0.125], [1.175, -2.071, -1.025], [1.653, -2.777, -2.118], [0.461, -2.761, -0.002], [0.702, -3.985, 0.491], [-0.276, -4.282, 1.423], [-1.097, -3.167, 1.454], [-0.663, -2.258, 0.572], [3.796, -2.393, -4.721], [2.161, -2.964, -5.036], [3.229, -3.910, -4.009], [3.294, -0.265, -3.658], [2.391, 0.995, -1.748], [3.266, 0.086, 1.335], [4.401, 2.052, 2.262], [4.513, 4.485, 2.545], [3.072, 4.726, 3.526], [3.208, 5.518, 1.959], [0.998, 4.452, 1.321], [-0.086, 4.531, -0.732], [-2.697, 4.218, -1.496], [-3.328, 1.710, -0.619], [1.418, -3.829, -2.224], [1.557, -4.548, 0.158], [-0.371, -5.183, 2.003], [-1.972, -2.972, 2.051], [-5.891, -2.868, -0.962], [-5.128, -1.764, 0.099], [-5.828, -1.147, 1.128], [-5.154, -0.263, 1.955], [-3.813, -0.018, 1.735], [-3.148, -0.621, 0.739], [-3.784, -1.481, -0.069], [-6.879, -1.361, 1.273], [-5.663, 0.234, 2.768], [-3.251, 0.668, 2.355], [-3.211, -1.952, -0.856]],
  "atomic_forces_ev_per_a": [[0.2, -0.1, 0.1], [-0.1, 0.0, 0.0], [0.0, 0.1, 0.0], [-0.1, -0.1, 0.0], [-0.1, 0.0, 0.1], [-0.1, 0.0, 0.1], [-0.3, 0.1, -0.3], [0.0, -0.3, 0.1], [0.0, 0.0, 0.0], [0.0, 0.0, 0.0], [0.0, 0.0, 0.0], [0.0, 0.0, 0.0], [-0.1, 0.0, 0.0], [0.1, 0.1, -0.1], [0.0, 0.0, 0.1], [-0.1, 0.0, 0.0], [0.0, 0.0, 0.0], [0.1, 0.0, 0.0], [0.0, 0.0, -0.1], [0.1, 0.1, 0.0], [0.0, 0.1, 0.1], [0.0, 0.0, -0.1], [-0.1, 0.0, 0.0], [0.0, 0.0, 0.0], [0.0, 0.0, 0.0], [0.0, 0.2, 0.0], [0.0, 0.0, 0.0], [0.0, 0.0, 0.0], [0.0, 0.0, 0.0], [0.0, 0.0, 0.0], [0.0, 0.0, 0.0], [0.0, 0.0, 0.0], [0.0, 0.0, 0.0], [0.0, 0.0, 0.0], [0.0, 0.0, 0.0], [0.0, 0.0, 0.0], [0.0, 0.0, 0.0], [0.0, 0.0, 0.0], [0.0, 0.0, 0.0], [0.0, 0.0, 0.0], [0.0, 0.0, 0.0], [0.0, 0.0, 0.0], [0.0, 0.0, 0.0], [0.0, 0.0, 0.0], [0.0, 0.0, 0.0], [0.0, 0.0, 0.0], [0.0, 0.0, 0.0], [0.0, 0.0, 0.0], [0.0, 0.0, 0.1], [0.3, 0.0, -0.1], [0.0, 0.0, 0.0], [0.0, 0.0, 0.0], [0.0, 0.0, 0.0], [0.0, 0.0, 0.0], [0.0, 0.0, 0.0]],
  "largest_force_ev_per_a": 0.4,
  "de_lowest_kcal_mol": 0.0,
  "charge": 2,
  "e_lumo_ha": [-0.263, -0.263],
  "homo_lumo_gap_ev": [6.428, 6.428],
  "total_energy_ha": -1889.732904
}

{
  "formula": "C25H22Cl2F4N6O2RuS2",
  "method": "ωB97M-V/def2-TZVPD",
  "elements": ["Ru", "C", "N", "C", "C", "C", "N", "C", "C", "F", "C", "F", "C", "C", "F", "C", "F", "H", "H", "H", "H", "H", "H", "H", "H", "H", "H", "H", "N", "C", "C", "C", "C", "C", "C", "S", "O", "O", "N", "C", "S", "C", "C", "N", "H", "H", "H", "H", "H", "H", "H", "H", "Cl", "C", "C", "C", "C", "C", "Cl", "C", "N", "H", "H", "H"],
  "coordinates": [[1.153, -0.186, -0.688], [3.213, 2.056, -0.572], [1.834, 1.837, -1.066], [1.774, 2.098, -2.523], [0.902, 2.729, -0.340], [0.643, 2.280, 1.106], [1.061, 0.896, 1.314], [0.632, 0.197, 2.409], [1.160, -1.094, 2.644], [2.087, -1.563, 1.788], [0.751, -1.911, 3.666], [1.298, -3.139, 3.759], [-0.189, -1.512, 4.595], [-0.694, -0.246, 4.427], [-1.612, 0.219, 5.295], [-0.315, 0.580, 3.387], [-0.901, 1.801, 3.360], [3.467, 3.111, -0.695], [3.911, 1.441, -1.131], [3.262, 1.773, 0.475], [2.079, 3.127, -2.733], [0.757, 1.952, -2.878], [2.452, 1.419, -3.036], [-0.023, 2.735, -0.898], [1.314, 3.741, -0.358], [-0.413, 2.438, 1.280], [1.172, 2.943, 1.799], [-0.505, -2.156, 5.405], [-6.529, 1.961, 2.070], [-5.514, 1.642, 1.195], [-5.674, 0.615, 0.258], [-4.659, 0.312, -0.630], [-3.471, 1.038, -0.592], [-3.307, 2.072, 0.324], [-4.315, 2.368, 1.211], [-2.171, 0.628, -1.682], [-1.612, 1.843, -2.211], [-2.673, -0.368, -2.590], [-1.023, -0.006, -0.693], [-1.133, -1.309, -0.284], [-2.504, -2.339, -0.035], [-1.444, -3.640, 0.388], [-0.162, -3.246, 0.324], [0.012, -1.925, -0.040], [-7.271, 1.299, 2.199], [-6.311, 2.528, 2.868], [-6.603, 0.054, 0.233], [-4.774, -0.481, -1.359], [-2.388, 2.643, 0.337], [-4.183, 3.165, 1.935], [-1.831, -4.611, 0.660], [0.703, -3.853, 0.552], [5.795, -1.249, -0.567], [4.848, -1.878, -1.863], [5.434, -2.675, -2.820], [4.674, -3.181, -3.871], [3.317, -2.880, -3.971], [2.744, -2.083, -3.014], [1.055, -1.685, -3.114], [3.461, -1.548, -1.900], [2.891, -0.795, -0.955], [6.489, -2.901, -2.745], [5.139, -3.812, -4.618], [2.721, -3.266, -4.789]],
  "atomic_forces_ev_per_a": [[0.1, 0.5, 1.0], [-0.1, 0.0, 0.0], [0.2, -0.3, -0.2], [0.0, 0.1, 0.2], [0.1, -0.1, 0.0], [0.3, -0.2, 0.2], [-0.2, -0.4, -0.1], [-0.1, 0.4, -0.1], [0.0, 0.0, -0.2], [0.1, 0.0, 0.1], [0.1, -0.1, 0.0], [0.0, 0.0, 0.0], [0.0, -0.2, 0.2], [-0.1, 0.1, 0.0], [0.0, 0.0, 0.0], [0.1, 0.1, -0.1], [0.0, 0.1, -0.1], [0.0, 0.1, 0.0], [0.0, 0.0, 0.0], [0.0, 0.0, 0.0], [0.0, 0.0, 0.0], [-0.1, 0.0, 0.0], [0.0, 0.0, 0.0], [-0.2, -0.1, -0.2], [0.0, 0.1, 0.0], [-0.3, 0.0, 0.1], [0.1, 0.0, 0.0], [0.0, 0.1, -0.1], [0.0, 0.1, -0.2], [0.0, -0.1, 0.1], [-0.1, 0.0, 0.1], [0.1, 0.1, 0.0], [-0.3, -0.1, 0.0], [0.0, -0.1, 0.0], [0.0, 0.1, 0.1], [0.0, -0.1, 0.2], [0.2, 0.0, 0.0], [0.1, 0.0, 0.0], [-0.2, -0.5, -0.3], [-0.4, -0.1, 0.0], [0.0, 0.2, -0.1], [-0.1, 0.0, 0.0], [0.5, 0.2, 0.1], [0.0, 0.3, -0.4], [0.0, -0.1, 0.0], [0.0, 0.0, 0.1], [0.1, 0.0, 0.0], [0.0, 0.1, 0.0], [0.0, 0.0, 0.0], [0.0, 0.0, 0.0], [0.1, 0.1, 0.0], [0.0, 0.1, 0.0], [0.0, 0.0, 0.0], [-0.2, 0.1, 0.1], [0.0, 0.0, -0.1], [0.0, 0.0, 0.0], [0.1, -0.1, -0.1], [0.0, 0.2, 0.3], [-0.1, -0.1, -0.4], [-0.2, 0.0, 0.0], [0.2, -0.4, -0.2], [0.0, 0.0, 0.0], [0.0, 0.0, 0.0], [0.0, 0.0, 0.1]],
  "largest_force_ev_per_a": 1.1,
  "de_lowest_kcal_mol": 0.0,
  "e_lumo_ha": [0.013, -0.050],
  "homo_lumo_gap_ev": [7.305, 5.745],
  "total_energy_ha": -3655.898476,
  "multiplicity": 5
}